43
Properties=species:S:1:pos:R:3:forces:R:3 method="wB97M-V/def2-TZVPD" relative_energy_kj_mol=0.0 orbital_gap_ev="8.01 / 7.28" energy_ev=-23105.4109 multiplicity=2 charge=+1
Re 0.5335 -0.7403 -0.0706 -0.3 -0.7 0.0
N -0.8451 -0.1582 1.4673 0.3 0.4 -0.1
C 0.0122 0.3453 2.5391 -0.1 -0.2 0.0
C -0.0509 -0.2550 3.7860 0.0 0.0 0.0
C 0.7904 0.1713 4.7987 0.0 0.0 0.0
C 1.6924 1.1966 4.5531 0.0 0.0 0.0
C 1.7425 1.7900 3.3041 0.0 0.0 0.0
C 0.9037 1.3816 2.2661 0.0 0.0 0.0
C 0.9496 2.0483 0.9389 0.0 0.1 -0.2
C 1.1179 3.4296 0.8690 0.0 -0.1 0.0
C 1.1706 4.0657 -0.3605 0.0 0.2 0.1
C 1.0483 3.3364 -1.5317 0.0 -0.1 -0.1
C 0.8709 1.9625 -1.4696 0.0 0.0 0.0
C 0.8218 1.2901 -0.2443 0.0 0.0 0.1
H -1.4542 0.5798 1.1118 0.0 0.0 0.1
H -1.4226 -0.9190 1.8057 -0.1 0.0 0.0
H -0.7626 -1.0526 3.9659 0.0 0.0 0.0
H 0.7393 -0.2956 5.7726 0.0 0.0 0.0
H 2.3602 1.5319 5.3347 0.0 0.0 0.0
H 2.4561 2.5809 3.1123 0.0 0.0 0.0
H 1.1897 4.0114 1.7797 0.0 0.0 0.0
H 1.2982 5.1396 -0.4021 0.0 0.0 0.0
H 1.0804 3.8393 -2.4894 0.0 0.0 0.0
H 0.7607 1.4018 -2.3911 0.0 0.0 0.0
N 2.3741 -1.4885 -1.0001 0.0 0.3 0.0
H 2.3042 -1.3856 -2.0102 0.0 0.0 0.0
H 2.4965 -2.4797 -0.8069 0.0 0.0 0.0
H 3.2339 -1.0232 -0.7164 0.0 0.1 0.0
C -1.1268 -2.9438 -3.1204 0.0 0.0 0.0
C -1.6539 -1.9151 -2.1109 0.1 0.0 0.1
C -2.9335 -2.4385 -1.4491 0.0 0.0 0.0
C -1.9240 -0.5847 -2.8121 0.0 0.0 0.0
C -0.6086 -1.7269 -1.0543 0.0 0.2 -0.2
H -1.8758 -3.1144 -3.8954 0.0 0.0 0.0
H -0.9134 -3.9015 -2.6417 0.0 0.0 0.0
H -0.2178 -2.5856 -3.6070 0.0 0.0 0.0
H -3.7006 -2.6056 -2.2068 0.0 0.0 0.0
H -3.3304 -1.7197 -0.7288 0.0 0.0 0.0
H -2.7569 -3.3843 -0.9331 0.0 0.0 0.0
H -2.6956 -0.7130 -3.5720 0.0 0.0 0.0
H -1.0214 -0.2102 -3.2980 0.0 0.0 0.0
H -2.2632 0.1742 -2.1042 0.0 0.0 0.0
H -0.3898 -2.6352 -0.3783 0.0 -0.1 0.0

85
Properties=species:S:1:pos:R:3:forces:R:3 method="wB97M-V/def2-TZVPD" orbital_gap_ev=7.41 energy_ev=-203094.4075 charge=+1
C -5.8392 2.3446 0.1919 0.4 -1.2 0.1
C -6.3348 0.9454 0.7289 -0.1 0.9 0.1
O -7.4993 0.6333 0.7262 0.8 0.3 0.1
N -5.2897 0.0681 1.2630 -0.4 0.3 -0.8
C -5.1011 -1.0340 0.2669 1.1 -1.0 0.1
C -3.5764 -1.2019 -0.1325 0.2 0.7 0.2
C -2.7770 0.1736 -0.1754 1.0 -1.2 0.2
C -1.2636 -0.2440 -0.4641 -1.5 -0.8 1.8
N -0.3459 0.9196 -0.6605 1.6 -1.3 0.1
C 0.8804 0.6985 0.0404 -0.1 0.0 -1.4
N 0.9103 0.9345 1.3204 0.2 -0.7 -0.1
C 2.0869 0.8125 2.1898 1.3 1.6 1.2
Br 1.9580 -0.5954 3.5566 0.0 0.1 -0.9
C 2.1996 2.2184 2.9673 -1.9 0.1 0.3
C 1.2965 2.2580 4.2747 0.0 0.6 0.1
Br 4.0542 2.7364 3.3374 -0.8 -0.4 -0.2
N 2.0967 0.2789 -0.6599 -1.4 0.7 0.2
C 1.9553 -1.1432 -1.0597 -1.2 -2.0 1.1
C 2.1123 -2.1032 0.2038 1.6 -1.0 -1.3
C 2.7468 -3.4700 -0.3349 -0.4 -0.3 0.6
O 0.8691 -2.3286 0.8716 0.6 0.0 -0.1
C 0.9064 -3.4464 1.7631 -0.8 -0.6 1.6
C -0.0945 -3.2507 2.9637 -1.0 0.0 1.9
C -1.2960 -2.4309 2.8993 0.2 -0.4 1.0
C -2.2001 -2.2165 4.0272 2.3 -1.4 0.4
C -1.8914 -2.8563 5.3177 0.9 0.2 -2.7
C -0.7142 -3.7135 5.3933 -0.3 0.7 -1.1
C 0.1872 -3.9217 4.2478 -1.8 1.4 -0.4
C 2.1856 1.2136 -1.8102 1.9 1.0 -1.1
C 2.3575 2.6652 -1.2157 0.1 0.1 1.0
C 3.4754 0.9711 -2.7166 -0.6 0.5 0.1
C 3.4652 1.8954 -4.0184 1.3 -1.1 0.3
C 4.6786 1.3857 -4.9326 -1.4 0.1 0.3
S 6.1210 2.5272 -4.8522 0.1 0.0 -0.1
O 1.0705 1.0226 -2.6759 -0.5 -0.2 0.8
C -0.1627 1.3723 -2.0618 0.0 3.0 -0.9
P -1.5291 0.8898 -3.2817 -1.3 -1.9 -1.0
C -0.7405 1.1293 -4.9746 0.7 1.9 0.5
O -2.7186 2.0813 -3.1997 1.1 0.0 0.0
H -6.5031 2.6825 -0.6379 0.4 -0.1 0.9
H -5.8377 3.0248 1.0828 -0.1 -0.4 -0.9
H -4.7771 2.2541 -0.1754 -1.1 0.2 0.4
H -5.5630 -0.3165 2.1707 -0.3 0.1 -0.6
H -5.3913 -1.9848 0.7997 0.0 0.8 -1.1
H -5.6960 -0.8922 -0.6748 0.3 -0.1 1.1
H -3.1221 -1.9020 0.6294 -0.2 0.8 -0.9
H -3.4240 -1.6624 -1.1506 -0.5 0.2 1.0
H -2.7550 0.6585 0.8398 -0.4 -0.3 -1.1
H -3.1843 0.8664 -0.9512 0.3 -0.5 0.7
H -0.9399 -0.7386 0.5002 -0.2 0.5 -1.1
H -1.1800 -1.0556 -1.2350 0.0 1.1 0.4
H 0.0336 1.2530 1.7530 0.4 -0.2 -0.2
H 3.0459 0.6779 1.6237 -1.4 -0.2 0.2
H 1.7574 3.0114 2.2957 0.9 -0.8 0.4
H 1.8133 1.8259 5.1656 -0.4 0.2 -0.9
H 1.0117 3.3155 4.5438 0.5 -1.0 -0.5
H 0.3188 1.7154 4.1241 1.0 0.4 0.0
H 0.9467 -1.3956 -1.5083 1.0 0.5 0.3
H 2.7108 -1.5018 -1.7937 -0.4 1.0 0.6
H 2.8885 -1.6723 0.8962 -0.8 -0.1 -0.4
H 1.9290 -4.1354 -0.7351 0.9 0.8 0.1
H 3.5438 -3.3039 -1.1002 -0.8 0.0 0.6
H 3.2328 -4.0574 0.4959 -0.5 0.7 -0.8
H 1.9132 -3.5957 2.2545 -0.9 0.3 -0.7
H 0.6328 -4.4017 1.2288 0.3 1.0 0.4
H -1.5469 -1.9298 1.9391 0.3 -0.5 0.9
H -3.0817 -1.5495 3.8941 0.8 -0.7 0.2
H -2.5874 -2.6392 6.1567 0.9 -0.5 -0.5
H -0.5108 -4.1928 6.3848 0.0 0.4 -1.2
H 1.0870 -4.5843 4.3346 -1.0 0.7 0.1
H 2.9222 3.3759 -1.8633 -0.6 -0.8 0.3
H 1.4130 3.1766 -0.8996 0.6 -0.5 -0.4
H 2.9764 2.5496 -0.2754 -0.6 0.1 -1.0
H 4.3758 1.1952 -2.0735 -0.8 -0.3 -0.8
H 3.5412 -0.0746 -3.1044 -0.2 0.7 0.6
H 2.5212 1.7573 -4.5970 0.7 0.3 0.7
H 3.6860 2.9646 -3.7761 -0.7 -0.9 -0.2
H 5.0111 0.3616 -4.6200 -0.2 1.0 -0.2
H 4.2541 1.2730 -5.9704 0.9 0.4 0.8
H 5.7700 3.5060 -3.9493 -0.3 -0.9 -0.5
H -0.1860 2.5096 -2.0350 0.0 -1.1 0.2
H -1.5109 1.2535 -5.7852 0.6 -0.5 1.0
H 0.0086 0.3339 -5.2018 -0.8 0.5 0.2
H -0.1924 2.1200 -4.9263 -0.4 -1.0 -0.3
H -3.5948 1.7048 -3.3982 0.6 0.0 0.2

10
Properties=species:S:1:pos:R:3:forces:R:3 method="wB97M-V/def2-TZVPD" relative_energy_kj_mol=177.5 orbital_gap_ev=10.08 energy_ev=-6623.0976
H -1.5716 -1.6429 -0.3455 -0.8 2.5 1.1
N -2.1429 -0.7731 0.0011 0.6 -1.4 -1.0
C -1.5624 0.3551 0.0178 -0.4 -1.9 -0.3
N -0.2275 0.5941 -0.2650 2.6 3.4 1.1
N 0.6257 -0.4303 -0.1687 0.4 -1.8 0.1
C 1.8774 -0.3195 -0.0064 0.8 1.6 1.1
H -2.1689 1.2277 0.2038 0.2 0.4 0.2
H 0.2338 1.5028 0.1459 -1.6 -1.8 -1.2
H 2.4826 -1.1939 0.2873 -0.6 0.2 -0.8
H 2.4539 0.6801 0.1297 -1.2 -1.2 -0.4

42
Properties=species:S:1:pos:R:3:forces:R:3 method="wB97M-V/def2-TZVPD" relative_energy_kj_mol=40.8 orbital_gap_ev=6.18 energy_ev=-336244.2660 charge=+1
W 0.5590 -0.1450 -0.6673 0.1 0.3 0.3
O 0.2914 -0.5107 2.3366 -0.1 -0.1 -0.1
C 0.5917 0.6763 3.0396 0.0 0.1 0.0
C 0.5764 1.8051 2.0308 -0.1 -0.1 0.0
N 1.4591 1.5677 0.8338 0.1 0.1 0.0
C 1.5154 2.8305 0.0682 -0.1 0.0 0.0
C 0.4286 2.8390 -0.9863 0.2 0.3 0.1
O -0.0863 3.8106 -1.4321 0.0 -0.1 0.0
O 0.2132 1.5909 -1.4274 0.0 -0.2 -0.2
C 2.8055 1.1322 1.2566 0.0 -0.1 0.1
C 2.8789 -0.3802 1.2044 0.1 0.2 0.3
O 3.5433 -1.0638 1.9114 -0.1 -0.1 -0.1
O 2.1287 -0.8449 0.1876 0.1 -0.1 -0.2
H 0.4468 -1.2928 2.8766 0.0 0.0 0.1
H 1.5595 0.6015 3.5424 0.0 0.0 0.0
H -0.1635 0.8969 3.7991 0.0 0.0 0.0
H 0.9171 2.7176 2.5246 0.0 0.0 0.0
H -0.4350 1.9625 1.6564 0.0 0.0 0.0
H 2.4594 2.8953 -0.4740 0.0 0.0 0.0
H 1.4269 3.7057 0.7088 0.0 0.0 0.0
H 3.0659 1.4920 2.2502 0.0 0.0 0.0
H 3.5606 1.5040 0.5635 0.0 0.0 -0.1
Br -4.3374 -4.3964 1.8303 0.0 0.0 0.0
C -3.3834 -2.8662 1.3108 0.0 -0.1 0.0
C -3.9336 -1.5854 1.5021 -0.1 0.0 0.0
Br -5.6194 -1.3925 2.3035 0.1 0.0 0.0
C -3.2412 -0.4434 1.1055 0.0 0.1 -0.1
Br -3.8650 1.3029 1.3495 0.0 0.0 0.0
C -2.0023 -0.6113 0.5139 0.1 -0.3 0.1
O -1.1884 0.3512 0.0659 -0.1 0.0 0.1
C -1.4464 -1.8741 0.3683 0.0 0.1 0.1
O -0.1844 -1.7895 -0.0888 0.1 0.0 -0.1
C -2.1177 -3.0221 0.7455 -0.1 0.0 0.0
Br -1.2805 -4.6723 0.4905 0.0 0.0 0.0
C 0.0010 -1.0040 -5.7418 -0.1 0.0 -0.1
O 1.0974 -0.7526 -4.8223 0.1 -0.1 -0.2
C 0.8862 -0.6527 -3.5681 -0.1 0.1 0.7
S -0.6163 -0.7587 -2.7737 0.1 0.0 -0.5
S 2.2146 -0.4359 -2.4938 -0.3 -0.2 -0.3
H -0.4104 -0.0460 -6.0486 0.0 0.0 0.0
H -0.7570 -1.6214 -5.2655 0.0 0.0 0.0
H 0.4419 -1.5199 -6.5865 0.0 0.0 0.0

16
Properties=species:S:1:pos:R:3:forces:R:3 method="wB97M-V/def2-TZVPD" relative_energy_kj_mol=27.9 orbital_gap_ev=10.07 energy_ev=-13751.3316
C 2.2579 -0.0909 2.1814 3.2 -1.0 2.4
C 0.9785 0.1989 2.5527 -1.4 -0.6 -1.1
C -0.0372 0.0447 1.5739 0.3 0.6 0.8
C 0.3228 -0.2915 0.2525 1.0 1.2 2.2
C -0.7491 0.0110 -0.7099 0.4 -0.7 -1.1
N -2.0400 -0.5917 -0.7271 2.7 1.5 -0.8
N -2.5851 -0.1183 -1.7808 0.5 1.9 -1.1
N -1.6940 0.8009 -2.3354 -0.7 -1.8 1.4
N -0.5260 0.8689 -1.7109 -1.6 -1.6 1.1
N 1.6266 -0.5334 -0.0722 -1.0 -0.7 0.1
C 2.5408 -0.5748 0.9146 0.9 1.0 -1.6
H 3.1520 -0.0824 2.9869 -2.3 0.2 -2.0
H 0.7551 0.4525 3.5709 -0.2 0.3 0.2
H -1.0730 0.3696 1.8211 0.8 -0.6 -0.3
H -1.8249 1.2828 -3.1931 -0.5 0.2 -0.6
H 3.6384 -0.7915 0.6078 -2.1 0.2 0.5

16
Properties=species:S:1:pos:R:3:forces:R:3 method="wB97M-V/def2-TZVPD" relative_energy_kj_mol=319.9 orbital_gap_ev=7.49 energy_ev=-7854.8445
C -1.3151 1.4557 -0.1201 0.0 0.0 -0.1
C -0.0731 0.6337 -0.0636 0.2 -0.1 -0.6
C 0.0324 -0.7512 -0.1045 0.8 0.8 -1.2
C -1.1164 -1.6617 -0.0433 0.1 0.6 2.9
C 1.4192 -1.0955 -0.0339 0.1 0.1 -0.3
C 2.1053 0.0866 -0.0317 0.3 0.2 0.0
N 1.2133 1.1205 -0.0729 0.3 0.2 0.2
H -2.1056 1.0243 0.5123 0.2 0.1 0.0
H -1.7141 1.4721 -1.1426 0.0 0.1 0.1
H -1.1574 2.4924 0.2020 0.0 -0.2 -0.1
H -0.9875 -2.7365 0.0383 0.3 0.3 -0.1
H -2.1267 -1.3152 -0.2565 0.4 0.1 0.0
H -0.5567 -0.9981 1.0713 -2.7 -2.5 -0.7
H 1.8332 -2.0972 0.0163 -0.1 0.3 -0.1
H 3.1677 0.2657 -0.0330 0.0 0.1 0.1
H 1.4410 2.0888 0.0685 0.1 -0.1 -0.1